Density functional theory data (wB97M-V/def2-TZVPD) for C57H49Cl3F2N3O2P2Sn as an isolated structure.

```
119
Properties=species:S:1:pos:R:3:forces:R:3:lowdin_charge:R:1
Sn -0.62201 -0.73474 0.90346 -1.2 0.1 0.7 1.42
C 3.83172 -1.68184 -1.51839 0.0 -0.1 -0.3 -0.13
N 2.51300 -1.28977 -1.00866 0.0 0.1 0.6 -0.51
P 1.56336 -2.44910 -0.19644 0.3 0.5 -0.8 0.96
C 2.80147 -3.57735 0.51885 -0.4 0.1 0.3 -0.35
C 3.39855 -4.63906 -0.15622 0.0 0.1 0.0 -0.09
C 4.32309 -5.43457 0.50160 0.0 0.0 -0.1 -0.06
C 4.65888 -5.17341 1.82247 0.0 0.0 0.0 -0.06
C 4.07695 -4.10890 2.49448 0.0 0.0 0.0 -0.06
C 3.14664 -3.31371 1.84526 0.0 0.0 -0.1 -0.10
C 0.73716 -3.33994 -1.55757 -0.1 -0.1 0.3 -0.33
C 0.47622 -4.70804 -1.51625 0.0 0.1 -0.1 -0.09
C -0.30736 -5.29414 -2.49868 0.0 -0.1 0.0 -0.06
C -0.85529 -4.52382 -3.51293 0.0 0.0 0.0 -0.07
C -0.62162 -3.15596 -3.54506 0.0 0.0 0.0 -0.07
C 0.16125 -2.56658 -2.56679 0.1 0.1 0.1 -0.10
P 2.00537 0.34099 -0.79177 0.2 -0.7 -0.4 0.96
C 3.61585 1.15028 -0.49267 -0.2 0.1 0.1 -0.37
C 4.31896 0.75606 0.64613 -0.1 0.0 0.0 -0.10
C 5.56392 1.29496 0.92020 0.0 0.0 0.0 -0.07
C 6.11172 2.24410 0.06642 0.0 0.0 0.0 -0.08
C 5.40141 2.66633 -1.04695 0.0 0.1 0.0 -0.08
C 4.15455 2.12419 -1.32779 -0.1 -0.1 0.0 -0.09
C 1.60974 0.90382 -2.49453 -0.1 0.1 0.3 -0.37
C 2.19612 0.36661 -3.63977 0.0 0.0 0.0 -0.09
C 1.82950 0.83429 -4.89189 0.0 -0.1 0.0 -0.07
C 0.86735 1.82701 -5.01745 0.0 0.0 0.0 -0.07
C 0.27434 2.36000 -3.88365 0.0 0.1 0.0 -0.07
C 0.64151 1.89816 -2.62873 0.1 0.0 0.0 -0.11
H 4.45218 -2.11709 -0.73331 0.0 0.1 0.0 0.08
H 4.34752 -0.80841 -1.91161 0.0 0.0 0.0 0.07
H 3.72222 -2.42305 -2.31551 0.0 0.0 0.0 0.09
H 3.15022 -4.83973 -1.19021 0.0 0.0 0.0 0.11
H 4.78426 -6.26306 -0.01886 0.0 0.0 0.0 0.11
H 5.37280 -5.80734 2.33012 0.0 0.0 0.0 0.11
H 4.33711 -3.90259 3.52373 0.0 0.0 0.0 0.11
H 2.67250 -2.49038 2.36619 0.0 0.0 0.1 0.08
H 0.88997 -5.31843 -0.72579 0.0 0.0 0.0 0.10
H -0.49127 -6.36007 -2.47807 0.0 0.0 0.0 0.11
H -1.46454 -4.98518 -4.27816 0.0 0.0 0.0 0.11
H -1.04500 -2.55025 -4.33577 0.0 0.0 0.0 0.10
H 0.34262 -1.49748 -2.58602 0.0 0.0 -0.1 0.07
H 3.87976 0.01900 1.30995 0.1 0.0 0.0 0.10
H 6.11071 0.97972 1.79873 0.0 0.0 0.0 0.11
H 7.09414 2.64782 0.26979 0.0 0.0 0.0 0.11
H 5.81998 3.41579 -1.70569 0.0 0.0 0.0 0.11
H 3.60547 2.44827 -2.20283 0.0 0.0 0.0 0.10
H 2.93585 -0.41724 -3.56336 0.0 0.0 0.0 0.09
H 2.30198 0.42484 -5.77472 0.0 0.0 0.0 0.11
H 0.57859 2.17914 -5.99841 0.0 0.0 0.0 0.11
H -0.47545 3.13524 -3.97508 0.0 0.0 0.0 0.11
H 0.17939 2.30673 -1.73942 0.0 0.0 0.0 0.07
F 0.36717 -6.02334 1.91983 0.0 -0.1 0.0 0.09
C -0.59523 -5.16805 1.55245 -0.2 0.3 -0.1 -0.27
C -0.37160 -3.80885 1.66690 0.2 -0.2 0.2 -0.12
C -1.34738 -2.91977 1.26520 0.4 1.1 -0.2 -0.21
C -2.60645 -3.35497 0.84292 0.2 0.0 -0.1 -0.12
C -2.74730 -4.73754 0.67408 0.3 0.1 0.0 -0.20
F -3.85844 -5.26335 0.12814 -0.1 0.0 0.0 0.07
C -1.76054 -5.64632 0.99734 0.0 -0.2 0.1 0.08
C -3.71541 -2.38242 0.71602 -0.3 0.1 -0.1 -0.21
C -5.04668 -2.77346 0.55845 -0.1 0.0 -0.1 0.01
C -6.05662 -1.83080 0.63709 0.2 0.1 0.0 -0.04
C -5.71829 -0.51420 0.88764 0.0 0.0 0.0 -0.03
C -4.37518 -0.19811 0.98106 -0.1 0.1 0.0 -0.11
N -3.39401 -1.08939 0.88110 0.1 -0.3 0.1 0.08
H 0.55973 -3.47940 2.10479 0.0 0.0 -0.1 0.07
H -1.91955 -6.69969 0.81923 0.0 0.0 0.1 0.14
H -5.31246 -3.80131 0.38828 0.1 0.0 0.0 0.11
H -7.08909 -2.13011 0.51946 0.0 0.0 0.0 0.12
H -6.46897 0.25246 1.01141 0.0 0.1 0.0 0.11
H -4.08143 0.82538 1.15802 -0.1 0.0 0.0 0.09
Cl 0.12779 -2.82795 5.55472 0.1 0.0 0.1 0.65
C -0.79667 -1.48464 4.91474 -0.1 0.1 -0.1 -1.51
Cl -2.41990 -2.04715 4.45240 -0.1 -0.1 0.1 0.66
Cl -0.93305 -0.18009 6.09395 0.1 0.0 0.1 0.64
C -0.19297 -0.93754 3.59790 0.3 0.0 0.4 -0.85
O 0.74907 -1.51556 3.05622 -0.2 0.2 -0.2 -0.08
O -0.81181 0.05102 3.10413 -0.1 -0.4 -1.0 -0.17
C -4.91057 4.50629 3.46132 0.0 0.0 0.0 -0.07
C -4.43133 3.33248 4.02726 0.0 0.0 0.0 -0.06
C -3.47708 2.58111 3.36369 -0.1 0.0 0.0 -0.03
C -3.01558 2.98581 2.11001 0.0 0.2 -0.3 -0.21
C -3.48388 4.17174 1.55459 -0.1 0.0 0.0 -0.05
C -4.43308 4.92621 2.22997 0.0 0.0 0.0 -0.07
C -2.00682 2.09976 1.47524 0.1 0.0 0.6 -0.11
C -1.96396 1.48013 0.32600 1.2 -1.4 0.3 -0.10
C -2.49987 1.39115 -1.00070 -0.3 0.0 -0.5 -0.26
C -2.19009 0.36079 -1.89092 0.0 0.0 0.1 -0.08
C -2.71730 0.32423 -3.16697 -0.1 0.0 -0.1 -0.06
C -3.59110 1.31319 -3.59284 0.0 0.0 0.1 -0.06
C -3.92837 2.33490 -2.71683 0.0 0.0 -0.1 -0.06
C -3.38716 2.38642 -1.44579 0.1 0.0 0.1 -0.01
H -5.63915 5.10203 3.99354 0.0 0.0 0.0 0.11
H -4.79638 3.00522 4.99127 0.0 0.0 0.0 0.11
H -3.09296 1.66904 3.80458 0.0 0.0 0.0 0.12
H -3.08620 4.52944 0.61452 0.0 0.0 0.0 0.10
H -4.80050 5.84387 1.79041 0.0 0.0 0.0 0.11
H -1.25041 1.81967 2.20465 -0.1 0.0 -0.2 0.08
H -1.50120 -0.42122 -1.59099 0.1 0.0 0.0 0.05
H -2.43599 -0.47340 -3.84100 0.0 -0.1 0.0 0.10
H -4.00366 1.28835 -4.59175 0.0 0.0 0.0 0.11
H -4.61395 3.11167 -3.02792 0.0 0.0 0.0 0.11
H -3.68178 3.18400 -0.78332 0.0 0.0 0.0 0.09
C 1.71134 5.30548 -0.81023 0.0 -0.1 0.0 -0.03
C 1.54326 4.90777 0.66467 0.1 0.4 -0.1 -0.58
C 0.41129 5.71514 1.31689 0.0 -0.1 0.0 -0.03
C 2.86457 5.08451 1.42332 0.0 -0.1 0.0 -0.02
C 1.16772 3.49843 0.69999 -0.1 -0.4 0.0 -0.14
N 0.84008 2.39580 0.69459 0.1 0.4 0.3 0.16
H 1.94441 6.36770 -0.87657 0.0 0.0 0.0 0.09
H 0.79677 5.11422 -1.37236 0.0 0.0 0.0 0.09
H 2.52504 4.74243 -1.26751 0.0 0.0 0.0 0.08
H 0.64289 6.77846 1.26593 0.0 0.0 0.0 0.09
H 0.28544 5.43584 2.36265 0.0 0.0 0.0 0.09
H -0.53172 5.53929 0.79885 0.0 0.0 0.0 0.08
H 3.17546 6.12804 1.38643 0.0 0.0 0.0 0.10
H 3.64833 4.47472 0.97247 0.0 0.0 0.0 0.08
H 2.75540 4.79229 2.46705 0.0 0.0 0.0 0.09
```
Positions in Å, forces in eV/Å.

Results
- Energy above the lowest of the compared OMol25 structures with the same formula, charge and spin: 204.2 kJ/mol
- HOMO level (alpha / beta): -10.35 / -10.35 eV
- Total charge: +1

Density functional theory data (wB97M-V/def2-TZVPD) for C37H36FeGeN2O5S2 as an isolated structure.

```
84
Properties=species:S:1:pos:R:3:forces:R:3:lowdin_charge:R:1
Fe -2.16076 -0.65992 2.14111 -0.4 0.4 0.3 0.90
C -3.45606 -2.43142 4.23811 0.1 -0.1 0.4 -0.21
C -4.65606 -1.85222 3.83181 -0.2 -0.1 0.2 -0.20
C -4.76296 -2.00302 2.44401 -0.4 0.0 -0.1 -0.20
C -3.63856 -2.71042 1.99061 0.1 0.3 -0.5 -0.24
C -2.80446 -2.95072 3.10281 0.5 -0.1 0.2 -0.23
H -3.09106 -2.49082 5.25191 0.1 0.1 0.1 0.07
H -5.37406 -1.35722 4.46911 0.0 0.2 0.0 0.07
H -5.59336 -1.67462 1.83631 0.0 0.1 -0.1 0.07
H -3.48396 -3.09322 0.99631 0.1 0.1 -0.1 0.07
H -1.92316 -3.57822 3.10831 0.1 0.1 -0.1 0.08
O 1.31614 3.63948 2.20641 0.3 0.1 0.1 0.00
C 2.22334 2.64928 2.25541 -0.2 0.0 0.0 -0.30
C 3.56614 3.00518 2.34671 0.1 0.1 0.0 -0.04
C 4.55734 2.04078 2.37451 -0.1 0.1 0.0 -0.12
C 4.21514 0.69928 2.32351 0.3 -0.2 0.0 -0.11
C 2.88374 0.32878 2.25431 -0.1 0.1 0.0 -0.02
C 1.87124 1.28308 2.20881 0.2 0.0 0.1 -0.07
C 0.45584 0.84378 2.05071 -0.9 -0.1 0.1 -0.46
O 0.08304 -0.30252 2.41981 -0.3 0.0 -0.2 -0.06
N -0.29666 1.78658 1.50391 0.6 1.0 0.2 0.01
N -1.55686 1.46218 1.14781 -0.7 -0.7 0.0 -0.09
C -2.40576 2.39088 1.04651 0.7 0.3 0.1 -0.89
S -2.08896 4.09238 1.54671 -0.3 -0.3 -0.1 0.89
C -3.85026 4.35088 1.93711 0.4 -0.1 0.0 -0.54
C -4.63766 3.79168 0.77511 0.2 -0.5 -0.3 -0.53
S -4.02116 2.08058 0.44601 -0.4 0.4 0.1 0.91
H 0.44664 3.19748 1.96051 0.0 -0.2 -0.1 0.03
H 3.80984 4.05828 2.35271 0.0 0.1 0.1 0.10
H 5.59684 2.34538 2.41521 0.0 0.0 0.0 0.09
H 4.99084 -0.05422 2.31371 0.0 -0.1 0.0 0.09
H 2.60444 -0.71482 2.20471 0.0 0.0 0.0 0.09
H -4.00196 5.42318 2.06851 -0.1 0.0 0.0 0.06
H -4.08036 3.81348 2.85961 0.0 0.1 0.0 0.07
H -4.47576 4.38828 -0.12489 -0.1 0.0 0.1 0.06
H -5.70366 3.73658 0.99311 0.0 -0.1 0.0 0.06
O -1.36246 -3.08772 -0.68949 0.1 -0.6 0.1 -0.01
C -1.80596 -1.96512 -0.92939 -0.5 0.0 -0.6 -0.73
O -2.08066 -1.05422 -0.11019 -0.1 0.7 0.9 -0.09
C -2.04536 -1.62062 -2.43079 0.1 0.0 0.6 -0.19
C -0.87416 -2.12962 -3.25419 0.5 0.1 0.0 -0.27
Ge 0.85464 -1.36442 -2.58299 -0.1 0.0 -0.4 1.08
C 1.62864 -2.33462 -1.05429 -0.2 0.3 -0.5 -0.25
C 1.11754 -2.13832 0.21821 -0.1 0.1 0.0 -0.11
C 1.56104 -2.90242 1.28291 0.0 0.0 0.2 -0.08
C 2.52594 -3.87612 1.08681 0.0 0.0 0.1 -0.10
C 3.04874 -4.07502 -0.18199 0.2 -0.2 0.0 -0.11
C 2.60064 -3.30752 -1.24269 0.1 0.0 -0.3 -0.13
C 2.20804 -1.36582 -4.06159 -0.1 0.0 0.2 -0.25
C 1.86024 -1.45522 -5.40859 -0.3 -0.1 0.4 -0.12
C 2.78504 -1.24182 -6.41169 0.4 0.1 -0.3 -0.12
C 4.10614 -0.94882 -6.09759 -0.2 0.0 0.1 -0.11
C 4.47574 -0.87652 -4.75909 0.3 0.1 -0.4 -0.11
C 3.54004 -1.06992 -3.76389 -0.3 -0.1 0.3 -0.12
C 0.64444 0.58058 -2.27699 0.1 -0.6 0.1 -0.24
C -0.18306 1.28608 -3.14119 -0.1 -0.2 -0.1 -0.12
C -0.37166 2.64618 -2.99989 -0.1 0.2 -0.1 -0.10
C 0.31224 3.33688 -2.01319 0.1 0.1 0.0 -0.09
C 1.17344 2.65568 -1.16979 0.1 0.2 0.0 -0.08
C 1.32184 1.28388 -1.29119 0.1 -0.2 0.0 -0.09
H -2.16936 -0.54212 -2.52529 -0.1 0.0 0.0 0.09
H -2.97336 -2.11552 -2.73679 0.0 0.1 0.0 0.11
H -1.01676 -1.92102 -4.31929 0.1 0.1 0.0 0.05
H -0.80526 -3.21102 -3.13219 0.1 0.0 0.0 0.07
H 0.34594 -1.40342 0.38441 0.0 0.1 0.1 0.08
H 1.12854 -2.72032 2.25631 0.0 0.0 0.1 0.11
H 2.86404 -4.48622 1.91801 0.0 0.0 0.0 0.09
H 3.79534 -4.84452 -0.35239 0.0 0.0 0.0 0.09
H 3.00654 -3.46812 -2.23589 0.0 -0.1 0.0 0.09
H 0.83634 -1.69362 -5.66859 -0.1 0.0 -0.1 0.08
H 2.47994 -1.28752 -7.45009 0.0 0.0 0.0 0.09
H 4.83234 -0.77312 -6.88329 0.0 0.0 0.0 0.09
H 5.50354 -0.65132 -4.50429 0.0 0.0 0.1 0.09
H 3.83254 -0.98772 -2.72379 0.1 0.0 0.0 0.10
H -0.69656 0.74938 -3.92869 -0.1 0.0 -0.1 0.09
H -1.05616 3.17368 -3.65349 0.0 0.0 0.0 0.09
H 0.16774 4.40378 -1.90559 0.0 0.0 0.1 0.10
H 1.71924 3.18678 -0.40219 -0.1 0.0 0.1 0.09
H 1.95844 0.75668 -0.59199 0.1 0.0 0.1 0.10
C -2.25936 1.47258 4.49971 0.3 0.0 0.2 -0.33
O -2.78796 0.73918 3.49481 -0.1 -1.1 -1.3 -0.39
H -1.18926 1.71428 4.35051 0.1 0.1 0.1 0.06
H -2.32776 0.95058 5.47761 0.0 0.1 0.1 0.05
H -2.78696 2.44938 4.61821 0.1 -0.1 0.1 0.05
```
Positions in Å, forces in eV/Å.

Results
- Energy above the lowest of the compared OMol25 structures with the same formula, charge and spin: 75.3 kJ/mol
- HOMO level (alpha / beta): -1.40 / -1.41 eV
- Multiplicity: 5
- Total charge: -2
- <S²>: 6.01

Density functional theory data (wB97M-V/def2-TZVPD) for C7H26FN10O6 as an isolated structure.

```
50
Properties=species:S:1:pos:R:3:forces:R:3:lowdin_charge:R:1
F -26.79966 -2.35310 -9.46321 3.1 0.8 7.4 -0.28
C -23.98551 -2.64845 -7.62105 1.2 0.0 2.0 -0.07
C -24.86928 -1.44474 -7.32619 0.4 -0.7 1.0 -0.28
O -25.29106 -0.94045 -8.55091 -1.6 2.6 2.0 -0.09
H -23.73077 -3.13174 -6.67785 0.6 0.4 0.5 0.08
H -23.06724 -2.32368 -8.11036 -0.1 -0.4 -0.2 0.09
H -24.43748 -3.53556 -8.06471 -0.2 0.9 -0.7 0.06
H -24.50332 -0.58026 -6.77226 1.2 -0.4 0.1 0.12
H -25.64121 -1.80346 -6.64534 -0.7 0.1 -0.5 0.11
H -26.19871 -1.24302 -8.62978 0.4 1.6 0.4 0.05
C -28.13114 -3.74605 -7.38229 -0.5 -1.3 3.2 -0.72
O -28.68098 -4.44557 -6.55643 -0.5 -1.2 0.6 0.06
N -28.69676 -2.84022 -8.09902 -3.2 3.6 5.2 0.08
N -26.86189 -3.67485 -7.64073 4.5 -1.5 3.0 0.17
H -29.68599 -2.65634 -8.01116 0.4 0.0 0.0 0.17
H -28.07699 -2.21264 -8.59109 -3.4 -3.1 5.2 0.00
H -26.53781 -3.06630 -8.37879 0.2 -1.7 2.8 0.01
H -26.26875 -4.41877 -7.30176 -0.3 0.2 -0.1 0.14
C -24.18165 -3.31575 -10.53521 0.3 2.1 0.5 -0.75
O -23.13158 -3.68711 -10.94852 2.9 -2.0 -1.6 0.07
N -24.52862 -2.04329 -10.42456 0.6 3.3 -1.8 0.13
N -25.20097 -3.97771 -10.06791 6.5 -2.0 -0.2 0.08
H -25.27681 -1.80877 -9.78791 1.7 0.1 -0.9 0.04
H -24.08939 -1.21946 -10.80988 0.7 -0.6 0.2 0.15
H -25.14079 -4.98449 -10.12155 1.7 1.6 0.2 0.14
H -26.04303 -3.54102 -9.72101 7.1 0.4 0.7 -0.01
C -28.22132 -5.09583 -9.94877 -0.5 -5.2 -2.8 -0.64
O -28.61169 -6.24526 -10.35973 0.3 2.0 1.2 -0.05
N -28.89031 -4.01081 -9.88236 -4.2 -1.7 -3.5 0.18
N -26.94278 -4.80693 -9.76409 -3.6 -4.5 0.2 0.07
H -29.85082 -4.15658 -10.15849 0.0 0.7 0.1 0.15
H -28.55468 -3.21167 -9.36386 -1.3 -1.4 -1.8 -0.01
H -26.27024 -5.47153 -10.11916 -2.6 -0.3 0.1 0.13
H -26.81756 -3.83302 -10.00055 -5.1 -4.5 -2.1 0.04
C -28.71471 -0.40467 -10.36593 1.0 4.1 -1.9 -0.78
O -29.49450 0.48735 -10.44044 -4.0 3.1 -0.9 0.06
N -28.51814 -0.97988 -9.26073 -2.2 0.4 4.8 0.16
N -27.70938 -0.59166 -11.15233 0.9 6.2 -3.2 0.18
H -27.77003 -1.65496 -9.19216 -0.6 5.9 -2.6 -0.05
H -29.07257 -0.63892 -8.48843 0.0 -0.4 -0.2 0.16
H -27.38909 0.16408 -11.74087 -0.9 0.1 -0.1 0.13
H -27.29122 -1.49411 -11.32789 0.0 3.6 -0.2 -0.15
C -27.73832 -2.76581 -12.27432 1.0 -3.2 -1.0 -0.73
O -28.91880 -2.78031 -12.13268 -2.6 0.7 -0.3 0.11
N -27.08459 -3.27954 -13.27681 0.0 -1.9 -5.6 0.19
N -26.82651 -2.51273 -11.38913 2.3 -5.1 -3.4 0.10
H -26.07624 -3.27692 -13.33455 -0.6 -0.4 0.0 0.12
H -27.68308 -3.90390 -13.79843 0.7 0.0 -0.7 0.12
H -25.82598 -2.40888 -11.47996 -0.2 -0.1 -0.8 0.11
H -27.12987 -2.29136 -10.45154 -0.8 -0.7 -4.4 -0.12
```
Positions in Å, forces in eV/Å.

Results
- Energy above the lowest of the compared OMol25 structures with the same formula, charge and spin: 2607.1 kJ/mol
- HOMO level: -5.44 eV
- Total charge: -1